No. 1
# C11H15N

A 2-piece molecular cluster, C11H15N overall (the ωB97M-V functional and the def2-TZVPD basis, the Open Molecules 2025 dataset).

- energy above the lowest of the compared OMol25 structures with the same formula, charge and spin (eV) = 1.515
- HOMO energy (Eh) = -0.28420
- total energy (eV) = -13139.2760
- SMILES = Cc1c[nH]c2ccccc12.CC
- max |F| (eV/A) = 5.1

```
27
Properties=species:S:1:pos:R:3:lowdin_charge:R:1
C -1.146 -2.638 0.019 -0.0730
C 0.221 -2.231 0.315 -0.2308
C 1.152 -3.013 1.022 -0.0223
N 2.420 -2.421 0.787 0.0312
C 2.285 -1.202 0.130 -0.1855
C 3.261 -0.206 -0.197 -0.0076
C 2.682 0.781 -0.983 -0.0921
C 1.285 1.016 -1.335 -0.0557
C 0.394 0.082 -0.844 -0.0623
C 0.884 -1.031 -0.215 -0.1312
H -1.419 -3.599 0.455 0.0798
H -1.450 -2.666 -0.940 0.0329
H -1.888 -1.902 0.511 0.1111
H 1.314 -3.939 1.557 0.1113
H 3.305 -2.801 1.150 0.1545
H 4.307 -0.296 -0.047 0.0908
H 3.356 1.464 -1.407 0.0709
H 0.911 1.892 -1.811 0.0848
H -0.681 0.204 -0.847 0.0871
C -2.020 2.486 0.104 -0.1932
C -3.312 3.052 0.627 -0.1804
H -2.070 1.534 -0.383 0.0301
H -1.580 3.205 -0.645 0.0874
H -1.232 2.477 0.825 0.0569
H -3.105 4.109 0.890 0.0687
H -3.832 2.576 1.478 0.0673
H -4.042 3.066 -0.212 0.0692
```

***

No. 2
# C11H15N

One molecule with the formula C11H15N (the ωB97M-V functional and the def2-TZVPD basis, the Open Molecules 2025 dataset).

- energy above the lowest of the compared OMol25 structures with the same formula, charge and spin (eV) = 4.059
- HOMO energy (Eh) = -0.32445
- total energy (eV) = -13136.7326
- SMILES = CCNC1Cc2ccccc2C1
- max |F| (eV/A) = 7.0

```
27
Properties=species:S:1:pos:R:3:lowdin_charge:R:1
C 1.365 -1.776 -0.830 -0.0963
C 2.037 -0.338 -1.112 -0.2645
N 2.551 0.285 0.141 -0.0736
C 1.358 0.875 0.878 -0.3189
C 0.309 1.805 0.103 -0.1108
C -0.911 0.848 -0.006 -0.1913
C -2.046 1.123 -0.766 -0.0244
C -3.162 0.191 -0.764 -0.1180
C -2.984 -0.771 0.066 -0.1601
C -1.879 -1.022 0.934 -0.0426
C -0.764 -0.237 0.936 -0.2501
C 0.584 -0.330 1.576 -0.0819
H 1.564 -2.115 -1.930 0.0918
H 2.200 -2.368 -0.271 0.1074
H 0.310 -1.900 -0.556 0.0536
H 2.943 -0.484 -1.643 0.0834
H 1.396 0.356 -1.684 0.0935
H 3.197 1.133 0.014 0.1269
H 1.804 1.735 1.508 0.1379
H 0.856 2.271 -0.897 0.1556
H 0.080 2.724 0.720 0.1105
H -2.144 2.200 -1.136 0.1285
H -4.173 0.517 -1.099 0.1230
H -3.919 -1.317 0.136 0.1046
H -2.034 -1.798 1.811 0.1480
H 1.122 -1.258 1.095 0.0977
H 0.339 -0.349 2.775 0.1704
```